Molecular formula: C31H63AgAsGeO4Sb
Method: DFT, ωB97M-V/def2-TZVPD

Properties
**Maximum force**: 1.9 eV/Å
**Frontier orbital gap (spin up / spin down)**: 7.97 / 6.13 eV
**Net charge**: +1
**M**: 877.0 g/mol
**Multiplicity**: 2
**Electronic energy**: -6219.66566 Ha
**E_LUMO (spin up / spin down)**: -0.08977 / -0.17402 hartree

Last column: Löwdin spin population.
Atoms and positions in Å:
Sb: -3.032 1.247 -1.864  0.32
Ag: -0.796 0.053 -0.451  0.10
As: 1.190 0.112 -2.210  0.03
Ge: -3.224 -0.404 1.532  0.01
O: -1.445 -1.132 1.616  0.00
O: -3.317 -0.928 -0.447  0.15
O: -2.491 1.369 0.817  0.09
O: 1.660 0.439 0.660  0.00
C: 6.453 0.390 2.414  0.00
C: 0.974 0.280 -4.184  0.00
C: 1.897 2.891 -1.785  0.00
C: -4.959 1.900 -1.201  0.02
C: 4.180 -2.581 1.879  0.00
C: -1.894 -2.669 3.463  0.00
C: -2.150 2.082 3.116  0.00
C: 3.414 2.457 1.591  0.00
C: 4.274 1.255 1.800  0.00
C: 2.543 1.536 -2.044  0.01
C: -3.878 -3.197 0.197  0.01
C: -0.105 -3.092 1.752  0.00
C: 5.964 -0.908 2.290  0.00
C: 0.125 -1.228 3.431  0.00
C: 4.656 -1.159 1.928  0.00
C: 5.583 1.449 2.203  0.00
C: -3.786 0.672 -3.853  0.09
C: -3.213 3.590 1.448  0.00
C: 7.868 0.635 2.808  0.00
C: -2.172 2.475 1.632  0.01
C: 1.638 -2.732 -2.435  0.00
C: -0.856 -2.010 2.547  0.00
C: -2.139 3.175 -2.463  0.12
C: 2.415 -1.440 -2.206  0.01
C: -2.810 -2.674 -1.989  0.00
C: -0.777 2.984 1.237  0.00
C: -3.796 -2.160 -0.928  0.01
C: 2.475 -0.353 1.129  0.00
C: 3.800 -0.066 1.624  0.00
C: -0.310 -0.332 -4.719  0.00
C: -5.195 -1.988 -1.528  0.00
H: -5.880 -1.649 -0.753  0.00
H: 2.212 -1.418 1.171  0.00
H: -1.858 2.930 3.730  0.00
H: -2.611 -3.256 2.893  0.00
H: 3.139 1.562 -2.965  0.00
H: -0.795 3.400 0.232  0.00
H: -1.446 1.269 3.272  0.00
H: -3.078 -3.681 -2.300  0.00
H: -0.445 3.758 1.924  0.00
H: 1.262 -2.766 -3.458  0.00
H: 2.266 -3.606 -2.274  0.00
H: 3.207 1.263 -1.221  0.00
H: 7.986 0.464 3.878  0.00
H: 8.536 -0.043 2.284  0.00
H: 1.249 3.173 -2.615  0.00
H: -5.641 1.060 -1.227  0.00
H: 2.937 -1.465 -1.246  0.00
H: 0.547 -3.679 2.392  0.00
H: 0.785 -2.774 -1.749  0.00
H: -3.142 1.756 3.429  0.00
H: 3.786 -2.845 0.899  0.00
H: 6.628 -1.733 2.499  0.00
H: 1.293 2.836 -0.881  0.00
H: -2.951 4.453 2.052  0.00
H: -0.424 -0.566 4.097  0.00
H: 3.167 -1.291 -2.988  0.00
H: -0.318 -0.325 -5.806  0.00
H: -5.306 2.668 -1.884  0.01
H: -4.574 -2.863 0.966  0.00
H: 5.940 2.455 2.360  0.00
H: -4.920 2.288 -0.195  0.00
H: 3.881 3.329 2.042  0.00
H: -4.221 -4.150 -0.199  0.00
H: -5.175 -1.254 -2.329  0.00
H: 3.279 2.652 0.531  0.00
H: -0.422 -1.359 -4.374  0.00
H: -3.414 1.387 -4.573  0.01
H: -4.867 0.731 -3.810  0.01
H: 1.848 -0.200 -4.641  0.00
H: -2.822 -2.020 -2.858  0.00
H: -0.068 2.149 1.256  0.00
H: -2.845 3.721 -3.075  0.01
H: -1.895 3.760 -1.585  0.00
H: 3.400 -2.748 2.622  0.00
H: 0.717 -1.907 4.039  0.00
H: -1.160 0.244 -4.362  0.00
H: 1.010 1.345 -4.439  0.00
H: -2.897 -3.327 0.643  0.00
H: -3.273 3.903 0.407  0.00
H: -0.813 -3.763 1.270  0.00
H: 2.655 3.664 -1.674  0.00
H: -1.797 -2.677 -1.569  0.00
H: 2.428 2.308 2.021  0.00
H: -4.190 3.231 1.766  0.00
H: 8.160 1.660 2.598  0.00
H: -2.440 -1.905 4.016  0.00
H: 0.484 -2.607 0.969  0.00
H: -3.491 -0.327 -4.146  0.00
H: 0.787 -0.625 2.815  0.00
H: 5.002 -3.254 2.101  0.00
H: -5.554 -2.932 -1.926  0.00
H: -1.392 -3.324 4.169  0.00
H: -1.230 2.983 -3.028  0.00

=====

Molecular formula: C31H63N4O5S2
Method: DFT, ωB97M-V/def2-TZVPD

Properties
**Maximum force**: 3.1 eV/Å
**Frontier orbital gap**: 7.15 eV
**Net charge**: +1
**M**: 636.0 g/mol
**Energy relative to the best compared isomer or geometry (same formula, charge and spin)**: 108.22 kJ/mol
**Electronic energy**: -2610.19374 Ha
**E_LUMO**: -0.16133 hartree

Last column: Löwdin charge in e.
Atoms and positions in Å:
S: -1.621 -4.477 -3.100  0.74
S: 0.493 2.283 2.517  1.03
O: -1.757 0.343 1.374  0.00
O: -1.761 -1.302 -1.897  -0.02
O: -1.177 -1.129 2.888  0.18
O: 5.183 -5.641 1.312  -0.18
O: -3.332 -1.294 -3.406  0.17
N: 0.340 3.216 -1.184  0.11
N: 1.521 2.762 -1.128  0.09
N: 1.850 2.368 0.105  -0.01
N: -0.204 3.162 0.004  0.12
C: -2.056 -1.294 -0.476  -0.28
C: -5.614 3.552 -6.166  -0.27
C: 3.131 1.795 0.545  -0.08
C: -1.446 0.028 0.012  -0.13
C: 3.826 -5.394 1.645  -0.11
C: -4.123 3.857 -6.025  -0.23
C: -4.284 0.158 7.276  -0.23
C: 0.746 2.620 0.785  -0.56
C: 5.832 1.072 -2.161  -0.18
C: -2.692 1.298 4.833  -0.10
C: 0.484 0.438 2.542  -0.30
C: 6.267 -1.438 -2.695  -0.18
C: -3.479 1.529 -5.112  -0.27
C: -3.290 1.971 -3.665  -0.11
C: -3.620 1.116 9.546  -0.11
C: -0.879 -0.190 2.272  -0.58
C: 5.764 -3.302 0.771  -0.19
C: -4.325 1.362 8.216  -0.27
C: -5.985 2.960 -7.522  -0.11
C: -1.337 -2.546 0.131  0.00
C: 4.343 2.219 -0.353  -0.13
C: -2.735 -1.938 -2.639  -0.55
C: -3.199 2.641 -6.123  -0.23
C: -2.884 -0.272 6.834  -0.22
C: -2.064 0.810 6.135  -0.26
C: 6.403 -2.366 -0.300  -0.20
C: -3.038 -3.433 -2.547  -0.42
C: 5.662 -4.765 0.313  -0.24
C: 5.511 -0.145 -3.080  -0.20
C: 5.167 0.951 -0.750  -0.19
C: 5.558 -2.304 -1.603  -0.20
H: -1.886 -2.861 1.025  0.09
H: 2.074 2.721 -1.980  0.20
H: 6.321 -2.080 -3.587  0.11
H: 4.556 -1.924 -1.351  0.10
H: -1.932 0.808 -0.594  0.13
H: -1.314 -5.135 -1.954  -0.14
H: -4.487 1.131 -5.247  0.10
H: 3.304 -4.883 0.813  0.08
H: -5.497 1.998 -7.691  0.07
H: 4.420 -0.300 -3.012  0.11
H: -6.171 4.483 -6.028  0.10
H: 4.965 -4.804 -0.546  0.11
H: 6.915 1.230 -2.091  0.12
H: -3.413 -3.757 -1.568  0.09
H: -1.233 -3.346 -0.604  0.03
H: 3.766 -4.716 2.512  0.09
H: -1.903 1.660 6.805  0.10
H: -3.712 1.992 10.191  0.07
H: 6.338 -3.186 1.703  0.12
H: -2.792 0.702 -5.312  0.10
H: -2.047 2.043 4.358  0.05
H: -4.059 0.265 10.069  0.08
H: 7.311 -1.238 -2.414  0.11
H: -3.833 4.575 -6.799  0.11
H: -0.371 0.083 -0.239  0.13
H: 0.871 0.133 3.518  0.10
H: -5.702 3.636 -8.332  0.08
H: -3.663 1.764 5.000  0.08
H: 4.769 -2.869 0.984  0.10
H: -4.767 -0.693 7.765  0.11
H: -2.272 2.335 -3.497  0.07
H: -3.898 2.244 7.730  0.10
H: 6.405 -1.354 0.127  0.09
H: -2.824 0.470 4.134  0.06
H: -4.892 0.379 6.394  0.10
H: -5.373 1.601 8.419  0.11
H: -5.942 2.879 -5.370  0.10
H: -2.165 2.982 -6.002  0.11
H: -3.989 2.765 -3.392  0.07
H: 6.637 -5.119 -0.050  0.14
H: -2.982 -1.132 6.162  0.11
H: -0.314 -2.223 0.383  0.08
H: 1.209 0.113 1.782  0.08
H: 5.749 0.140 -4.113  0.11
H: -2.323 -0.634 7.700  0.10
H: -2.554 0.922 9.407  0.06
H: 4.971 2.906 0.223  0.12
H: 3.314 -6.343 1.835  0.09
H: -1.071 0.402 5.914  0.10
H: 5.419 -3.330 -1.962  0.10
H: 4.449 0.124 -0.821  0.08
H: 7.428 -2.712 -0.492  0.12
H: -3.465 1.132 -2.992  0.04
H: 3.064 0.704 0.640  0.12
H: -3.956 4.365 -5.070  0.10
H: -3.137 -1.345 -0.287  0.17
H: 5.393 1.963 -2.641  0.10
H: -7.062 2.797 -7.583  0.07
H: -3.258 2.221 -7.131  0.10
H: 4.016 2.715 -1.277  0.09
H: 3.322 2.177 1.556  0.13
H: 5.933 0.788 0.015  0.11
H: -3.837 -3.643 -3.263  0.08

=====

Molecular formula: C31H64BN4O8
Method: DFT, ωB97M-V/def2-TZVPD

Properties
**Maximum force**: 3.8 eV/Å
**Frontier orbital gap**: 8.37 eV
**Net charge**: +1
**M**: 631.7 g/mol
**Energy relative to the best compared isomer or geometry (same formula, charge and spin)**: 93.73 kJ/mol
**Electronic energy**: -2065.14738 Ha
**E_LUMO**: -0.08316 hartree

Last column: Löwdin charge in e.
Atoms and positions in Å:
O: 2.630 1.690 1.738  0.10
O: -1.278 -3.935 -1.377  -0.10
O: 4.980 5.008 5.593  0.07
O: 1.389 -4.876 -1.140  0.19
O: 5.854 5.326 0.017  0.06
O: -4.962 -0.445 -1.800  0.03
O: 1.527 -8.275 -3.617  0.07
O: -3.863 5.464 1.217  0.06
N: 0.953 -1.922 0.173  -0.05
N: -1.757 -1.779 -0.426  0.17
N: 1.323 -5.450 1.187  -0.11
N: 0.404 -1.099 -2.884  0.12
C: -1.642 6.230 1.573  -0.02
C: 5.435 7.663 0.139  -0.02
C: -2.201 0.469 3.205  -0.06
C: -2.670 1.054 1.869  -0.38
C: -2.027 0.453 0.586  -0.09
C: 3.563 5.926 -0.197  -0.03
C: -7.256 0.087 -2.122  -0.02
C: 1.879 -7.432 -4.410  -0.50
C: 5.035 6.216 -0.011  -0.51
C: -5.468 1.877 -1.674  -0.01
C: 2.078 -4.772 2.251  -0.07
C: -1.298 -0.904 0.720  -0.18
C: 1.494 -5.982 -4.228  -0.03
C: 2.717 -7.777 -5.617  -0.02
C: -2.315 2.558 1.876  -0.09
C: 1.741 -1.867 -1.053  -0.14
C: 5.045 4.398 4.550  -0.50
C: 2.113 0.940 1.014  -0.25
C: 3.847 3.674 3.983  -0.03
C: 0.882 0.192 1.508  -0.06
C: -1.210 -3.171 -0.229  -0.27
C: 0.211 -3.151 0.403  -0.11
C: -2.581 -3.962 -1.987  -0.20
C: 0.202 -0.686 0.446  -0.26
C: 6.323 4.322 3.753  -0.02
C: 0.941 -2.078 -2.321  -0.20
C: -2.549 -4.999 -3.111  -0.03
C: -5.813 0.422 -1.860  -0.50
C: -3.428 7.643 0.373  -0.02
C: -3.059 6.357 1.068  -0.50
C: 0.028 -5.992 1.662  -0.05
B: 0.994 -4.524 0.091  -0.58
H: -5.727 2.439 -2.571  0.09
H: 0.230 -0.105 -0.483  0.13
H: 3.000 6.286 0.666  0.08
H: 2.997 3.807 4.650  0.08
H: -4.470 7.601 0.064  0.08
H: -1.515 5.261 2.051  0.06
H: -1.525 -5.250 -3.367  0.07
H: 1.192 -0.449 2.330  0.14
H: -0.413 -5.287 2.382  0.08
H: 0.897 -5.882 -3.324  0.05
H: -1.236 2.643 2.034  0.08
H: 0.905 -5.640 -5.081  0.09
H: 0.804 -3.085 -2.711  0.11
H: 3.595 4.080 3.002  0.07
H: -1.521 -1.476 1.616  0.15
H: 4.062 2.610 3.892  0.08
H: 2.863 -5.447 2.591  0.09
H: -3.296 8.486 1.052  0.09
H: -3.053 -5.903 -2.788  0.08
H: 7.105 4.880 4.265  0.08
H: 2.641 -2.472 -1.034  0.13
H: -1.876 -3.646 0.506  0.17
H: 0.007 -3.184 1.476  0.14
H: -2.770 -2.997 -2.460  0.11
H: -0.092 -1.430 -3.714  0.07
H: -2.774 -1.814 -0.340  0.17
H: 2.392 -5.367 -4.128  0.09
H: 0.139 -6.963 2.132  0.10
H: -2.826 3.071 2.682  0.08
H: -0.941 6.308 0.740  0.09
H: -2.510 3.029 0.915  0.07
H: -1.154 0.194 3.239  0.06
H: -7.591 0.574 -3.039  0.09
H: 3.198 6.413 -1.102  0.08
H: 2.182 -7.514 -6.531  0.09
H: -0.654 -6.039 0.809  0.09
H: -2.496 1.145 4.000  0.09
H: -2.760 -0.454 3.388  0.08
H: 2.017 -5.614 -1.090  0.14
H: 6.174 4.755 2.761  0.07
H: 4.950 8.096 1.016  0.09
H: 5.149 8.224 -0.752  0.09
H: 6.640 3.283 3.653  0.09
H: -1.435 7.013 2.304  0.09
H: 2.595 -3.886 1.881  0.09
H: -3.009 -4.574 -3.994  0.08
H: 3.665 -7.239 -5.580  0.09
H: -3.748 1.028 1.741  0.13
H: -3.328 -4.201 -1.225  0.13
H: -4.399 1.978 -1.493  0.07
H: 2.918 -8.846 -5.622  0.08
H: 2.517 0.842 -0.011  0.13
H: -2.813 0.344 -0.178  0.11
H: 3.417 4.851 -0.290  0.07
H: 1.481 -4.531 3.136  0.09
H: -7.364 -0.990 -2.236  0.08
H: -6.010 2.284 -0.818  0.09
H: -1.331 1.181 0.179  0.11
H: -2.803 7.783 -0.510  0.09
H: 2.111 -0.849 -1.140  0.10
H: 6.513 7.729 0.265  0.08
H: 0.205 0.957 1.864  0.09
H: -1.461 -1.351 -1.313  0.16
H: -7.874 0.417 -1.285  0.09